Entry 1:
C22H25LaO4 | ωB97M-V with the def2-TZVPD basis set

```
52
Properties=species:S:1:pos:R:3:forces:R:3
La 0.1046 0.1015 -0.3790 0.156 1.327 2.685
C 2.4908 0.7588 0.9386 0.427 1.448 -1.523
C 2.8916 -0.1128 -0.1118 0.329 0.541 -0.066
C 2.6496 0.5408 -1.3497 0.834 0.530 -0.462
H 3.3879 -1.0806 0.0128 -0.367 0.329 -0.080
C 2.0840 1.8347 -1.0976 1.082 -1.223 1.012
C 1.9910 1.9651 0.3219 0.916 -0.137 0.665
H 1.6659 2.8687 0.8670 0.072 -0.694 -0.362
H 2.6549 0.6137 1.9874 -0.251 -0.158 0.262
H 2.9577 0.1655 -2.3479 -0.583 0.191 0.901
H 1.8601 2.5841 -1.8290 -0.241 0.095 -0.237
C -2.4512 0.7112 0.4448 0.585 1.797 -0.649
C -1.6232 1.8432 0.8455 -1.527 -0.300 -0.684
C -1.1873 2.5079 -0.3275 -1.263 -0.522 -0.470
H -1.4721 2.1679 1.8680 0.231 -0.143 -0.095
C -1.7175 1.8041 -1.4731 -0.740 0.155 1.302
C -2.4930 0.7002 -0.9826 -0.259 1.154 0.374
H -3.0694 0.0159 -1.5999 0.329 0.040 0.091
H -2.9858 0.0549 1.1103 0.115 -0.213 0.061
H -0.6037 3.4164 -0.3791 0.089 -0.103 0.060
H -1.6375 2.1196 -2.5074 0.212 -0.251 0.220
O 0.1702 -1.0390 -1.9997 0.121 -3.208 -5.030
C -0.0887 -0.1199 -4.8045 2.003 -3.656 1.251
C 0.6008 -1.5318 -4.4874 -0.816 1.681 -3.125
C 0.6897 1.0504 -4.3999 2.917 1.457 -0.287
C -1.5204 -0.1064 -4.5591 -2.674 -2.285 -0.660
C 0.6039 -1.9445 -3.0445 0.113 -0.200 2.320
H 1.6692 -1.4592 -4.9451 -1.619 -0.349 0.913
H -0.0045 -2.2804 -5.1768 1.278 1.016 1.494
H 0.0013 -2.8307 -2.8762 -0.126 -0.493 -0.197
H 1.6134 -2.1761 -2.6983 0.383 -0.444 -0.351
H 0.7761 1.4096 -5.4192 0.983 1.745 0.303
H 1.8059 0.8896 -4.0182 -2.043 0.046 -0.593
H 0.2663 1.8717 -3.7693 -0.185 -0.530 -0.025
H -1.7881 -0.2754 -5.6076 -1.798 -0.010 0.330
H -1.9760 0.8182 -4.2166 0.081 0.390 0.030
H -2.1148 -1.0019 -3.9422 1.438 1.571 -0.712
O 0.3812 0.9669 4.1544 0.217 -0.297 -1.685
C -0.0355 -0.1414 4.7339 -0.450 -1.111 1.934
C -0.0731 -0.1386 6.1730 0.121 0.363 -1.496
C -0.5165 -1.2462 6.8546 -0.151 -0.340 -0.498
C -0.9464 -2.3913 6.1596 -0.109 -0.314 -0.147
C -0.9211 -2.4187 4.7573 0.126 0.167 0.907
C -0.4552 -1.3223 4.0428 0.251 1.075 0.190
C -0.4328 -1.3247 2.5451 -0.043 0.139 -0.636
O -0.9976 -2.2022 1.8899 0.217 0.072 0.236
O 0.2059 -0.3285 2.0056 -0.371 -0.756 1.676
H 0.4210 0.6759 3.1413 -0.034 0.359 0.743
H 0.2588 0.7885 6.6539 -0.153 -0.452 -0.025
H -0.5332 -1.2116 7.9312 -0.059 -0.147 0.265
H -1.3048 -3.2694 6.7144 0.171 0.427 -0.240
H -1.2524 -3.2914 4.1957 0.066 0.221 0.111
```
Forces are in eV/Å.

* gap between HOMO and LUMO (alpha / beta): 2.41 / 2.41 eV
* total charge: -2

=====

Entry 2:
C5H15N2O | ωB97M-V with the def2-TZVPD basis set

```
23
Properties=species:S:1:pos:R:3:forces:R:3
C -1.6535 0.8347 0.0917 0.386 2.493 -2.586
N -1.2538 1.7197 -1.0836 0.691 -0.800 1.000
C -0.7885 -0.4318 -0.1848 -1.837 -1.410 1.481
N 0.6910 -0.2239 -0.2379 1.096 -1.269 0.894
C 1.2187 -0.0703 1.2168 0.373 -0.715 0.947
C 0.0572 -0.6132 2.1965 0.197 -0.248 -2.242
C -0.9209 -1.3062 1.1232 -1.298 -1.221 1.554
H -2.7528 0.5758 0.0408 1.261 -0.088 0.373
H -1.4494 1.5511 0.9684 -0.136 -1.892 -0.832
H -1.3217 1.2809 -1.9714 -0.086 -1.069 -0.697
H -1.7407 2.5596 -1.2600 -0.799 1.188 0.749
H -1.1745 -0.9656 -1.1541 0.893 1.072 1.869
H 1.0707 0.5199 -0.8182 -0.582 0.375 -0.312
H 1.1821 -1.0985 -0.5846 -1.077 1.208 0.125
H 1.3081 1.0225 1.4546 0.677 -1.137 -0.591
H 2.1977 -0.7210 1.1786 -1.789 1.765 0.698
H 0.3543 -0.9936 3.2223 -0.102 -0.498 -1.816
H -0.5678 0.2053 2.4467 -0.051 1.293 0.423
H -0.7579 -2.3998 0.9906 0.301 0.781 -0.212
H -2.0101 -1.2734 1.5523 1.945 0.137 -1.008
H 2.8287 -0.5842 -3.5743 0.548 -1.541 -1.873
H 3.0427 0.5775 -2.7673 -0.011 0.470 0.347
O 2.4407 -0.1654 -2.8463 -0.600 1.103 1.712
```
Forces are in eV/Å.

* relative energy (zero: lowest compared OMol25 entry of this formula, charge and spin): 210.1 kJ/mol
* gap between HOMO and LUMO: 10.42 eV
* total charge: +1

=====

Entry 3:
C22H42N3O5 | ωB97M-V with the def2-TZVPD basis set

```
72
Properties=species:S:1:pos:R:3:forces:R:3
C -2.1043 -1.4371 -2.4622 -0.163 0.174 -0.007
C -1.0127 -1.4309 -3.5005 0.048 0.003 0.267
N -1.0876 -0.8108 -4.6029 -0.036 -0.055 -0.221
C 0.2190 -2.2684 -3.2588 0.079 -0.036 -0.064
C 0.9430 -2.1170 -1.9186 -0.006 0.116 0.168
C 2.0932 -3.1257 -1.8252 0.068 0.001 -0.087
C 2.4294 -3.5366 -0.3677 -0.184 0.200 -0.008
C 3.2010 -2.4606 0.3550 -0.266 0.130 0.064
O 4.3671 -2.2521 0.1708 0.432 -0.092 0.069
C 3.2212 -2.3375 -2.4899 0.181 -0.073 -0.118
O 4.1589 -2.7965 -3.0852 -0.009 0.052 0.087
O 2.9911 -1.0235 -2.3655 -0.106 0.008 -0.081
C 1.7113 -0.8058 -1.7156 -0.061 0.037 0.349
C 0.9675 0.5116 -2.0760 -0.348 -0.625 -0.733
O 1.6113 1.4056 -2.6249 -0.087 0.172 0.286
O -0.2489 0.4120 -1.7547 0.584 0.499 0.265
H -1.7332 -1.6781 -1.4701 -0.022 -0.070 -0.013
H -2.9040 -2.1323 -2.7334 0.042 -0.068 -0.047
H -2.5088 -0.4276 -2.4001 -0.087 -0.064 0.028
H -1.9601 -0.2839 -4.6539 -0.013 -0.006 0.029
H 0.8912 -2.0597 -4.0950 0.083 -0.086 0.058
H -0.0670 -3.3274 -3.3159 -0.093 0.035 -0.134
H 0.2408 -2.2313 -1.0925 -0.048 -0.080 -0.058
H 1.9530 -4.0328 -2.4136 -0.181 0.026 0.026
H 1.4853 -3.6994 0.1577 0.023 -0.122 -0.014
H 3.0098 -4.4589 -0.3431 0.119 0.066 -0.118
H 2.6279 -1.8101 1.0425 -0.017 -0.060 0.139
H 1.9120 -0.6893 -0.6429 0.072 -0.061 -0.026
C 5.4195 1.8880 3.9628 0.025 -0.029 0.002
C 5.2912 1.7363 2.4539 0.026 0.027 -0.015
N 3.9156 1.6844 2.0008 0.018 -0.013 0.048
C 3.7801 1.2442 0.6171 -0.091 -0.133 -0.199
C 4.3406 2.1346 -0.4947 0.034 0.007 -0.009
C 3.0794 2.8028 2.3967 -0.069 0.061 0.027
C 3.5267 4.2141 1.9893 -0.039 0.013 0.006
H 4.8576 1.1058 4.4762 -0.021 0.010 -0.004
H 6.4683 1.8074 4.2545 -0.002 -0.004 0.006
H 5.0562 2.8557 4.3121 -0.004 0.007 -0.006
H 5.7570 0.7945 2.1520 0.006 0.004 -0.020
H 5.8784 2.5346 1.9689 -0.019 0.001 0.005
H 2.7170 1.0784 0.4195 -0.004 0.082 0.048
H 4.2553 0.2621 0.5426 0.054 0.021 0.059
H 3.7229 3.0145 -0.6690 -0.004 -0.016 -0.003
H 4.3553 1.5686 -1.4267 -0.071 0.020 -0.006
H 5.3614 2.4604 -0.2799 0.014 -0.017 0.030
H 2.9731 2.7799 3.4854 0.036 -0.016 0.007
H 2.0796 2.6120 1.9998 0.009 0.009 -0.033
H 4.5902 4.3697 2.1811 0.002 -0.003 0.019
H 2.9765 4.9572 2.5717 -0.011 -0.004 -0.007
H 3.3413 4.4167 0.9363 0.047 -0.030 -0.010
C -6.7491 -0.0553 -1.4147 -0.028 -0.037 -0.018
C -6.4382 -0.6579 -0.0530 -0.007 0.019 0.002
N -5.0321 -0.5805 0.2915 -0.066 0.034 0.062
C -4.6648 -1.4028 1.4276 0.082 -0.100 -0.010
C -5.2531 -1.0497 2.8005 0.020 -0.014 0.010
C -4.4389 0.7467 0.2430 0.104 0.101 -0.064
C -5.0585 1.8386 1.1264 0.024 0.001 -0.015
H -6.1180 -0.5012 -2.1846 0.023 0.014 0.009
H -7.7934 -0.2414 -1.6714 0.002 -0.003 -0.004
H -6.5951 1.0238 -1.4306 0.000 0.007 0.008
H -6.7026 -1.7197 -0.0689 -0.007 -0.004 0.019
H -7.0975 -0.1908 0.6989 0.014 0.008 -0.003
H -3.5738 -1.4038 1.4956 0.000 0.018 -0.003
H -4.9532 -2.4312 1.1850 -0.028 0.013 -0.011
H -4.7926 -0.1598 3.2275 -0.020 0.021 -0.022
H -5.0785 -1.8738 3.4958 0.008 0.002 0.003
H -6.3307 -0.8856 2.7497 -0.005 -0.004 -0.010
H -4.4637 1.0900 -0.7928 -0.027 -0.033 -0.014
H -3.3771 0.6445 0.4760 -0.004 -0.034 0.012
H -6.1490 1.8370 1.0678 -0.003 0.003 -0.016
H -4.7138 2.8174 0.7884 0.015 -0.001 0.008
H -4.7770 1.7378 2.1739 -0.038 -0.030 0.008
```
Forces are in eV/Å.

* gap between HOMO and LUMO: 7.72 eV
* total charge: -1

=====

no.,E (Ha)
1,-1185.795000
2,-383.970998
3,-1403.986160